(1)
Density functional theory data (the ωB97M-V functional and the def2-TZVPD basis) for C13H31AsF6N2O6 as an isolated structure in a non-equilibrium geometry.

Calculated values
**Frontier orbital gap**: 8.9 eV
**DFT total energy**: -3909.93042 a.u.
**LUMO energy**: -0.3 eV

```
! wB97M-V def2-TZVPD RIJCOSX def2/J DEFGRID3
* xyz 0 1
C -3.70268 -1.15347 0.23865
C -4.06625 -1.27111 1.71199
N -3.02927 -2.08320 2.36337
C -3.17479 -3.26207 3.04864
C -1.94788 -3.64441 3.48679
N -1.06530 -2.67164 3.06083
C -1.73858 -1.74473 2.40815
C 0.39608 -2.66694 3.25357
H -2.92001 -1.83431 -0.08688
H -3.23734 -0.19043 0.01813
H -4.54936 -1.26715 -0.43590
H -5.03086 -1.75276 1.84708
H -4.08760 -0.29738 2.19599
H -4.13254 -3.73044 3.19132
H -1.68012 -4.55958 3.98127
H -1.33833 -0.85399 1.94628
H 0.60151 -3.20906 4.16977
H 0.73786 -1.63642 3.31912
H 0.87182 -3.13443 2.39513
As -0.29220 0.23078 -1.53162
F -1.25033 1.19433 -0.42784
F -1.50674 -1.02009 -1.49616
F 0.60003 -0.69329 -2.70284
F 0.96088 1.43327 -1.53433
F 0.52821 -0.57784 -0.21368
F -1.14136 1.05146 -2.81393
C 5.03626 -0.56338 0.97016
C 3.73640 -0.65505 1.77504
O 3.17132 0.66542 1.78571
C 2.46743 1.07030 2.83240
O 2.19844 0.38478 3.79125
O 2.09230 2.31902 2.61120
C 1.31708 2.93465 3.62669
H 5.58994 0.25520 1.43645
H 4.81439 -0.25747 -0.04989
H 5.59508 -1.49209 1.01242
H 3.97261 -0.96081 2.79144
H 2.99320 -1.25776 1.25118
H 1.95600 3.27717 4.44334
H 0.55274 2.29121 4.06030
H 0.84319 3.79492 3.16182
C 3.58909 0.24404 -3.15199
O 3.44924 -0.79693 -4.11575
H 4.55706 0.72665 -3.29875
H 2.80298 0.99518 -3.16005
H 3.58287 -0.23073 -2.16511
H 2.54144 -0.78101 -4.43166
C 0.65365 5.06477 -4.24121
O 0.20688 3.82250 -4.79017
H 1.51772 4.91608 -3.58423
H 0.99897 5.71993 -5.03847
H -0.14630 5.54072 -3.66971
H 0.09990 3.27436 -4.00300
C -4.44090 0.03804 -3.69123
O -3.68703 -1.12969 -3.40371
H -5.19238 -0.24909 -4.42381
H -4.85092 0.44789 -2.76274
H -3.84973 0.83135 -4.16357
H -2.97377 -0.89527 -2.79728
*
```

Atomic partial charges in e from the Löwdin method, atoms 1 to 4: atom 1 (C): -0.07, atom 2 (C): -0.13, atom 3 (N): -0.05, atom 4 (C): 0.00


(2)
Density functional theory data (the ωB97M-V functional and the def2-TZVPD basis) for an isolated molecule of C5H5BrS in a non-equilibrium geometry.

Calculated values
**Energy relative to the best compared isomer or geometry (same formula, charge and spin)**: 0.000 eV
**Frontier orbital gap**: 9.6 eV
**DFT total energy**: -3165.69786 a.u.
**Structure (SMILES)**: Cc1cscc1Br
**LUMO energy**: 0.8 eV

```
! wB97M-V def2-TZVPD RIJCOSX def2/J DEFGRID3
* xyz 0 1
C 0.66090 1.62242 -0.07604
C 0.21733 0.20364 -0.01727
C 1.14881 -0.84374 0.03390
S 0.42027 -2.36697 -0.05225
C -1.19841 -1.71660 -0.03503
C -1.11897 -0.34019 -0.05190
Br -2.57587 0.71016 0.03707
H 1.29056 1.72480 0.75420
H 1.19907 1.77234 -0.96078
H -0.11594 2.35065 -0.09664
H 2.11166 -0.78754 0.31111
H -2.03940 -2.32896 0.15363
*
```

Atomic partial charges in e from the Löwdin method, atoms 1 to 4: atom 1 (C): -0.05, atom 2 (C): -0.38, atom 3 (C): -0.39, atom 4 (S): 0.98


(3)
Density functional theory data (the ωB97M-V functional and the def2-TZVPD basis) for a 13-piece molecular cluster, C7H37NO12 overall in a non-equilibrium geometry.

Calculated values
**Energy relative to the best compared isomer or geometry (same formula, charge and spin)**: 2.922 eV
**Frontier orbital gap**: 9.1 eV
**DFT total energy**: -1246.47078 a.u.
**LUMO energy**: 0.1 eV

```
! wB97M-V def2-TZVPD RIJCOSX def2/J DEFGRID3
* xyz 0 1
C -2.26949 -0.84198 2.68420
C -2.73502 0.40424 1.90249
C -2.29795 0.85145 0.54526
C -1.10365 0.50162 0.07329
C -0.71142 0.63353 -1.35913
C -0.92001 1.70847 -2.10928
C -0.55954 1.65636 -3.56598
N -1.00615 -0.82371 3.37444
H -2.19684 -1.68959 1.95819
H -3.07859 -1.06759 3.38070
H -3.81933 0.23684 1.92418
H -2.53714 1.38071 2.43849
H -2.94458 1.53214 0.02055
H -0.45279 -0.05485 0.73251
H -0.26243 -0.28491 -1.72266
H -1.13946 2.72775 -1.80213
H 0.32305 2.28167 -3.74398
H -1.36712 1.97821 -4.20641
H -0.24610 0.65689 -3.88788
H -0.24077 -0.46300 2.81988
H -1.01141 -0.46164 4.31034
H -3.65954 -0.10772 -0.66447
H -3.82135 -1.45163 -0.31084
O -4.39083 -0.66983 -0.37564
H 4.43764 0.53317 -0.79559
H 3.50621 -0.72105 -0.40558
O 4.10566 -0.31982 -1.08208
H 0.23277 1.34476 1.92727
H -0.19569 2.64254 2.61336
O 0.21481 2.29850 1.80844
H 0.93332 -2.52354 -1.24484
H -0.31917 -1.62009 -0.73997
O 0.47931 -2.09726 -0.48463
H 2.63082 -2.14812 1.72681
H 1.69064 -1.46327 0.70015
O 2.47015 -1.31278 1.27369
H -1.45500 -3.46666 -1.35778
H -2.93159 -3.26760 -0.88531
O -2.01400 -3.05873 -0.69099
H 1.02287 2.92291 -1.58790
H 1.75624 4.20747 -1.17482
O 1.19255 3.83342 -1.85961
H 2.15449 -0.45106 4.13803
H 2.30321 -0.10810 2.70001
O 1.92678 0.26223 3.52436
H 2.55429 -2.82908 -2.84808
H 1.48150 -1.89863 -3.24280
O 1.59791 -2.73371 -2.76124
H 0.09309 -3.15002 2.87768
H 0.15188 -3.17980 1.28330
O 0.64442 -3.29296 2.10465
H -0.06698 3.83442 1.01470
H -0.54200 4.66377 -0.36206
O -0.12706 4.64967 0.50351
H 3.59057 -0.32770 -2.79220
H 2.27652 0.37423 -3.43948
O 2.85790 -0.38797 -3.45260
*
```

Atomic partial charges in e from the Löwdin method, atoms 1 to 4: atom 1 (C): -0.27, atom 2 (C): -0.19, atom 3 (C): -0.14, atom 4 (C): -0.12


(4)
Density functional theory data (the ωB97M-V functional and the def2-TZVPD basis) for C12H9F6N3O6PdS4 as an isolated structure in a non-equilibrium geometry.

Calculated values
**Energy relative to the best compared isomer or geometry (same formula, charge and spin)**: 1.405 eV
**Frontier orbital gap (alpha / beta)**: 5.3 / 5.3 eV
**DFT total energy**: -3397.45353 a.u.
**LUMO energy (alpha / beta)**: -10.2 / -10.2 eV

```
! wB97M-V def2-TZVPD RIJCOSX def2/J DEFGRID3
* xyz 2 1
Pd 0.18682 -0.09690 -0.03424
O -2.11981 -2.59530 2.94401
C -2.27532 -1.64179 3.82136
C -2.88111 -1.97191 5.03681
C -3.06944 -1.00148 5.97830
C -2.66535 0.35391 5.77579
C -2.07035 0.71049 4.61833
C -1.84522 -0.27383 3.58803
C -1.22160 0.04872 2.39175
O -1.04460 -0.73970 1.40601
N -0.74276 1.40180 2.26611
N -0.15381 1.60635 1.19090
C 0.38911 2.93280 1.08916
S 0.27669 3.98793 2.38857
C 1.42097 5.19584 1.64466
C 1.26129 5.12491 0.14188
S 1.13324 3.36883 -0.32895
H -1.69041 -2.27959 2.12680
H -3.19016 -2.99576 5.19508
H -3.54290 -1.26810 6.91500
H -2.83874 1.08144 6.55524
H -1.75648 1.72824 4.44597
H 2.42171 4.92046 1.97940
H 1.16675 6.18060 2.03388
H 2.11728 5.54874 -0.38171
H 0.34623 5.60154 -0.21358
F 3.19304 0.97607 -4.25068
C 3.25812 0.78255 -2.95689
F 4.31725 0.06859 -2.64349
F 3.27064 1.94746 -2.32533
S 1.72004 -0.20924 -2.47052
O 0.82920 0.76489 -1.68773
O 1.16421 -0.73030 -3.65842
N 2.06130 -1.31395 -1.40650
S 2.85112 -0.99234 -0.04219
O 3.35053 0.35253 0.02144
O 1.96216 -1.43195 1.01836
C 4.29855 -2.17666 0.03395
F 5.36125 -1.57140 -0.45208
F 4.01552 -3.25612 -0.66278
F 4.47767 -2.47269 1.30412
*
```

Atomic partial charges in e from the Löwdin method, atoms 1 to 4: atom 1 (Pd): 1.09, atom 2 (O): 0.20, atom 3 (C): -0.19, atom 4 (C): 0.04